{"formula": "C7H16N2S", "method": "ωB97M-V/def2-TZVPD", "species": ["H", "N", "C", "C", "C", "S", "N", "C", "C", "C", "C", "H", "H", "H", "H", "H", "H", "H", "H", "H", "H", "H", "H", "H", "H", "H"], "coordinates": [[-0.996, -0.853, 1.914], [-1.163, -1.719, 1.359], [-0.776, -1.362, 0.208], [-0.855, -2.432, -0.816], [-0.479, 0.140, -0.180], [-1.754, 1.369, 0.377], [-2.908, 1.059, -0.791], [0.896, 0.558, 0.186], [1.475, 1.893, -0.502], [1.735, -0.631, -0.307], [1.025, 0.738, 1.684], [-1.792, -2.241, -1.405], [-0.114, -2.142, -1.471], [-0.848, -3.404, -0.340], [-0.526, 0.289, -1.287], [-3.777, 0.898, -0.356], [-3.004, 1.900, -1.399], [0.836, 2.686, -0.861], [1.961, 2.297, 0.306], [2.120, 1.615, -1.291], [1.456, -1.520, 0.283], [2.765, -0.422, -0.244], [1.586, -0.907, -1.331], [0.623, -0.162, 2.203], [2.071, 0.799, 2.045], [0.444, 1.555, 2.014]], "nbo_charge": [0.3186, -0.6239, 0.3175, -0.6770, -0.4121, 0.3628, -0.9803, -0.0508, -0.6073, -0.6061, -0.6256, 0.2309, 0.2098, 0.2441, 0.2390, 0.3746, 0.3729, 0.2200, 0.2085, 0.2044, 0.2185, 0.2143, 0.2053, 0.2074, 0.2196, 0.2151], "charge": 0, "smiles": "[H]/N=C(/C)[C@@H](SN)C(C)(C)C", "total_energy_ha": -783.94911, "lumo_ev": 0.58}

{"formula": "C23H30Cl6F4O18", "method": "ωB97M-V/def2-TZVPD", "species": ["O", "C", "O", "C", "C", "F", "O", "H", "H", "H", "O", "C", "O", "C", "C", "F", "O", "H", "H", "H", "O", "C", "O", "C", "C", "F", "O", "H", "H", "H", "O", "C", "O", "C", "C", "F", "O", "H", "H", "H", "C", "C", "C", "O", "C", "O", "O", "H", "H", "H", "H", "H", "H", "C", "C", "C", "O", "C", "O", "O", "H", "H", "H", "H", "H", "H", "Cl", "C", "Cl", "H", "H", "Cl", "C", "Cl", "H", "H", "Cl", "C", "Cl", "H", "H"], "coordinates": [[11.035, -12.766, 27.210], [9.922, -12.352, 27.106], [8.966, -12.681, 27.903], [7.659, -12.156, 27.484], [8.067, -11.180, 26.452], [7.993, -9.967, 26.941], [9.464, -11.516, 26.206], [6.957, -12.891, 27.090], [7.117, -11.792, 28.357], [7.519, -11.123, 25.511], [20.048, -11.990, 26.287], [18.874, -11.792, 26.581], [17.899, -11.433, 25.686], [16.759, -11.068, 26.397], [16.929, -11.698, 27.743], [16.444, -12.957, 27.695], [18.354, -11.842, 27.811], [16.846, -9.984, 26.473], [15.819, -11.357, 25.927], [16.461, -11.132, 28.548], [20.122, -12.122, 17.458], [19.034, -11.838, 17.965], [18.867, -11.296, 19.140], [17.494, -10.901, 19.349], [16.834, -11.735, 18.259], [15.796, -11.062, 17.840], [17.843, -11.855, 17.324], [17.212, -11.193, 20.361], [17.380, -9.828, 19.197], [16.488, -12.668, 18.703], [7.199, -12.600, 16.845], [8.209, -12.509, 17.520], [9.178, -11.604, 17.373], [10.256, -11.926, 18.266], [9.559, -12.747, 19.336], [9.235, -12.009, 20.423], [8.387, -13.210, 18.658], [10.959, -12.464, 17.630], [10.791, -11.063, 18.661], [10.152, -13.605, 19.653], [8.018, -17.257, 27.334], [8.044, -17.374, 28.916], [6.954, -18.282, 29.437], [7.669, -19.185, 30.283], [8.922, -19.074, 30.160], [9.802, -19.838, 30.661], [9.198, -18.072, 29.293], [7.259, -16.545, 27.010], [7.946, -18.182, 26.760], [8.925, -16.678, 27.161], [8.124, -16.482, 29.537], [6.469, -18.839, 28.636], [6.212, -17.662, 29.940], [17.010, -6.313, 22.902], [15.523, -6.602, 23.328], [14.484, -5.934, 22.456], [13.648, -6.982, 22.119], [14.220, -8.146, 22.367], [13.666, -9.218, 22.173], [15.354, -7.995, 23.033], [17.650, -6.976, 23.485], [17.330, -5.304, 23.161], [17.169, -6.602, 21.863], [15.285, -6.271, 24.339], [15.014, -5.500, 21.608], [13.973, -5.272, 23.155], [12.822, -16.926, 18.234], [14.247, -17.933, 18.666], [13.819, -18.947, 20.016], [14.553, -18.508, 17.792], [15.121, -17.330, 18.912], [11.082, -22.509, 24.164], [11.531, -20.790, 24.459], [12.961, -20.584, 25.449], [11.629, -20.260, 23.511], [10.682, -20.318, 24.953], [11.900, -15.825, 23.689], [12.852, -14.319, 23.479], [13.823, -14.388, 22.027], [12.153, -13.483, 23.447], [13.526, -14.298, 24.335]], "mulliken_charge": [-0.5541, 0.7430, -0.3697, -0.3527, 0.3631, -0.2760, -0.3178, 0.2238, 0.2822, 0.2602, -0.5493, 0.6039, -0.2645, -0.4654, 0.3684, -0.2793, -0.3009, 0.2631, 0.3161, 0.3051, -0.5603, 0.6878, -0.3141, -0.3418, 0.3352, -0.2723, -0.3128, 0.2322, 0.2219, 0.3218, -0.5452, 0.6795, -0.3219, -0.4098, 0.3732, -0.2816, -0.3248, 0.2754, 0.2978, 0.2521, -1.2724, 0.2951, -0.4242, -0.2962, 0.6865, -0.6184, -0.3274, 0.3640, 0.3381, 0.3396, 0.3240, 0.2810, 0.3088, -1.3541, 0.3353, -0.4278, -0.3291, 0.6747, -0.5970, -0.2843, 0.3380, 0.3870, 0.3422, 0.2880, 0.2923, 0.3362, -0.1507, -0.2870, -0.1161, 0.3113, 0.2432, -0.1624, -0.0344, -0.1340, 0.2151, 0.1147, -0.1535, -0.2192, -0.1035, 0.2469, 0.2385], "charge": 0, "smiles": "O=C1OC[C@@H](F)O1.O=C1OC[C@@H](F)O1.O=C1OC[C@@H](F)O1.O=C1OC[C@@H](F)O1.C[C@H]1COC(=O)O1.C[C@H]1COC(=O)O1.ClCCl.ClCCl.ClCCl", "total_energy_ha": -5409.31855, "lumo_ev": -0.14}

{"formula": "C4H7ClN2", "method": "ωB97M-V/def2-TZVPD", "species": ["C", "N", "C", "C", "C", "Cl", "N", "H", "H", "H", "H", "H", "H", "H"], "coordinates": [[0.986, -1.203, -0.443], [-0.184, -0.317, -0.321], [-0.738, -0.042, 0.987], [-1.179, 1.222, 1.087], [-0.853, 2.095, -0.079], [0.210, 3.458, 0.120], [-0.244, 0.827, -1.153], [1.753, -0.849, 0.111], [0.647, -2.182, -0.002], [1.151, -1.187, -1.521], [-0.787, -0.852, 1.693], [-1.645, 1.657, 2.063], [-1.691, 2.427, -0.518], [0.696, 1.056, -1.222]], "nbo_charge": [-0.4099, -0.2863, 0.0066, -0.3593, -0.0722, -0.0297, -0.4184, 0.1766, 0.2119, 0.2152, 0.2165, 0.2356, 0.1890, 0.3244], "charge": 0, "smiles": "CN1C=C[C@@H](Cl)N1", "total_energy_ha": -726.20089, "lumo_ev": 0.94}

{"formula": "C5H9N3", "method": "ωB97M-V/def2-TZVPD", "species": ["C", "C", "C", "C", "C", "N", "N", "N", "H", "H", "H", "H", "H", "H", "H", "H", "H"], "coordinates": [[-1.238, 1.461, 0.261], [0.037, -1.235, 0.017], [0.994, 0.711, -0.076], [0.793, -2.203, 0.394], [-1.307, -0.904, -0.463], [-1.849, 0.347, 0.041], [0.087, 1.683, 0.135], [2.253, 0.880, -0.196], [-1.832, 2.321, 0.566], [0.381, -3.204, 0.506], [1.844, -2.141, 0.623], [-1.312, -0.864, -1.565], [-1.983, -1.722, -0.175], [-2.861, 0.338, 0.173], [0.403, 2.652, 0.262], [2.877, 0.086, -0.320], [2.713, 1.795, -0.183]], "nbo_charge": [0.4385, 0.1739, 0.5032, -0.3641, -0.3502, -0.4262, -0.5901, -0.6619, 0.2780, 0.3010, 0.2735, 0.2822, 0.3003, 0.4755, 0.4585, 0.4615, 0.4464], "charge": 2, "total_energy_ha": -359.46008, "lumo_ev": -9.15}